Record 1
{
  "formula": "C15H25ClINO2PSm",
  "method": "wB97M-V/def2-TZVPD",
  "energy_ev": -69346.9934,
  "largest_force_ev_per_a": 5.8,
  "s_squared": 8.830,
  "total_charge": 2,
  "multiplicity": 6,
  "symbols": ["C", "C", "H", "H", "H", "O", "I", "Sm", "P", "C", "C", "H", "H", "H", "C", "H", "H", "H", "H", "H", "H", "C", "O", "Cl", "C", "N", "C", "C", "C", "C", "C", "C", "C", "C", "H", "H", "H", "H", "H", "H", "H", "H", "H", "H", "H", "H", "H"],
  "positions_angstrom": [[-3.2196, 2.2913, -5.4262], [-3.4160, 0.9245, -5.0484], [-3.9517, 2.5394, -6.2303], [-2.1824, 2.3796, -5.7978], [-3.3798, 2.9329, -4.5320], [-3.6426, -0.1748, -4.7553], [-2.7462, 1.7747, -0.7831], [0.1495, 1.5234, -1.0113], [1.2338, -0.7915, -2.2977], [1.1669, -2.5457, -1.8822], [0.6829, -0.7392, -4.0483], [3.2176, 0.5717, -2.6680], [3.4175, -1.0888, -3.3400], [3.5730, -0.7900, -1.5725], [3.0393, -0.5005, -2.4876], [0.4924, 0.3061, -4.3360], [1.4750, -1.1542, -4.6854], [1.8644, -3.1481, -2.4658], [0.1428, -2.8886, -2.0523], [-0.2407, -1.3171, -4.1709], [1.3910, -2.6509, -0.8186], [0.2838, -0.6264, 0.4480], [-0.0884, -1.7413, 0.7559], [1.4816, 3.1107, -2.4321], [-0.5321, -1.2476, 4.6081], [-1.2488, -1.0698, 3.3072], [-2.6713, -1.4855, 3.4828], [-1.1758, 0.3623, 2.8015], [0.2460, 0.7699, 2.5673], [0.9539, 1.5232, 3.5011], [2.2826, 1.9166, 3.2624], [2.8772, 1.6240, 2.0289], [2.1865, 0.8965, 1.0408], [0.9098, 0.3916, 1.3637], [-0.9296, -0.5075, 5.3066], [0.5390, -1.1195, 4.4780], [-0.7552, -2.2571, 4.9461], [-0.8042, -1.6609, 2.5706], [-3.1397, -0.7597, 4.1565], [-3.1846, -1.4885, 2.5154], [-2.6661, -2.4837, 3.9257], [-1.7975, 0.4567, 1.8945], [-1.6346, 0.9960, 3.5711], [0.4287, 1.8321, 4.4053], [2.8502, 2.4431, 4.0465], [3.8839, 2.0013, 1.8037], [2.6378, 0.6694, 0.0539]],
  "forces_ev_per_angstrom": [[0.0296, 0.2289, -0.0964], [-1.5564, -5.1026, 1.4769], [0.3833, -0.2001, 0.4247], [-0.2988, 0.0844, 0.0842], [0.0844, -0.3608, -0.3416], [1.3012, 5.4303, -1.4520], [-0.3065, -0.0229, -0.2605], [0.2375, -0.8646, 0.3429], [0.5426, 0.2940, -0.9877], [-0.3183, -0.0956, 0.2978], [0.0758, 0.0312, -0.1756], [0.0231, -0.3703, -0.0432], [-0.0526, 0.1957, 0.3853], [-0.0981, -0.0148, -0.2441], [0.0287, 0.2815, -0.0191], [0.1777, -0.2875, -0.0198], [-0.3531, 0.0686, -0.0453], [-0.0401, 0.1635, -0.1075], [0.1317, -0.1335, 0.1298], [0.1898, 0.0532, 0.0085], [-0.0257, -0.1752, -0.2243], [-0.2466, 2.0517, -1.1717], [-0.0855, -0.0828, 0.9231], [0.0647, -0.0743, -0.1495], [-0.1119, -0.0298, -0.1880], [-0.1446, 0.2141, -0.2521], [-0.0745, 0.0330, -0.0933], [-0.1286, -0.1630, 0.2705], [1.0369, 0.4435, -0.5632], [-0.1014, 0.2537, -0.2767], [0.0105, -0.2719, -0.1083], [0.1520, 0.4283, -0.2550], [-0.4856, 0.1287, 0.5547], [0.0434, -1.1777, 1.4327], [0.0915, -0.1806, -0.0117], [-0.0627, 0.0292, -0.0471], [0.1491, 0.0842, 0.1500], [-0.0536, 0.2172, 0.1601], [0.0056, -0.2821, -0.1109], [0.1868, 0.0052, 0.2251], [-0.2130, 0.1865, -0.1235], [0.2817, -0.3056, 0.3098], [0.1031, -0.2200, -0.0846], [0.3148, -0.0293, -0.0461], [-0.3847, -0.2087, -0.5928], [-0.4661, -0.2476, 0.1995], [-0.0371, -0.0053, 0.7162]]
}

Record 2
{
  "formula": "C7H10O2S",
  "method": "wB97M-V/def2-TZVPD",
  "largest_force_ev_per_a": 1.1,
  "e_above_lowest_ev": 4.330,
  "total_charge": 0,
  "symbols": ["C", "C", "C", "C", "C", "C", "C", "O", "O", "S", "H", "H", "H", "H", "H", "H", "H", "H", "H", "H"],
  "positions_angstrom": [[-1.7661, -0.6190, -0.1949], [-1.1959, -1.5622, 0.3266], [1.4164, 0.3326, -0.0390], [1.7928, -0.9038, 0.6098], [2.2011, 1.6117, 0.0759], [-2.7613, 0.3172, -0.6844], [-0.3676, -2.5737, 0.7509], [-4.0813, -0.0757, -0.3607], [0.2013, -3.4567, -0.0892], [2.0544, -1.0476, -1.1045], [0.3506, 0.4759, -0.2250], [2.5619, -1.0742, 1.3370], [3.2462, 1.4090, 0.3128], [1.7691, 2.2164, 0.8748], [2.1530, 2.1810, -0.8533], [-2.6459, 0.4282, -1.7758], [-2.6221, 1.2994, -0.2186], [-0.2913, -2.8368, 1.7944], [-4.1968, -1.0091, -0.5814], [0.3830, -3.0390, -0.9472]],
  "forces_ev_per_angstrom": [[0.0412, -0.4131, 0.4293], [-0.0895, 0.5017, -0.6424], [-0.1117, 0.0321, 0.0121], [-0.7071, -0.1149, -0.3029], [0.1186, -0.1439, 0.0134], [-0.0614, 0.2610, -0.3637], [0.9933, 0.1779, 0.3479], [-0.3678, -0.1222, 0.0334], [-0.1467, -0.2670, -0.0107], [0.0833, -0.0700, -0.0904], [0.0382, -0.1186, 0.0717], [0.1337, -0.0395, 0.3159], [-0.0229, 0.0397, -0.0380], [0.0288, 0.0596, 0.0191], [-0.0091, 0.0180, 0.0521], [0.0341, 0.0869, 0.2482], [-0.0054, -0.1245, -0.1570], [0.0310, -0.1040, -0.0189], [0.1064, 0.1777, 0.0252], [-0.0870, 0.1630, 0.0558]]
}

Record 3
{
  "formula": "C23H32Cl2GeN2NaO6",
  "method": "wB97M-V/def2-TZVPD",
  "largest_force_ev_per_a": 2.0,
  "e_above_lowest_ev": 0.503,
  "total_charge": -1,
  "symbols": ["Na", "O", "C", "C", "N", "C", "C", "O", "O", "C", "C", "O", "O", "H", "H", "H", "H", "H", "H", "H", "H", "H", "Cl", "C", "C", "C", "Cl", "C", "C", "C", "C", "N", "C", "C", "O", "H", "H", "H", "H", "C", "C", "C", "C", "Ge", "C", "C", "C", "C", "H", "H", "H", "H", "H", "H", "H", "H", "H", "H", "H", "H", "H", "H", "H", "H", "H", "H", "H"],
  "positions_angstrom": [[-1.2093, -0.3906, 0.5573], [-1.0913, 2.1943, 1.6296], [-2.3631, 2.7653, 1.5705], [-3.4894, 1.7738, 1.2681], [-3.1852, 0.8472, 0.1980], [-2.8898, 1.5027, -1.0555], [-1.4204, 1.8882, -1.1391], [-1.0719, 3.0405, -1.2841], [-0.6007, 0.8792, -1.0964], [-4.2115, -0.1846, 0.0981], [-3.6524, -1.5782, 0.5524], [-4.4303, -2.3035, 1.1660], [-2.4686, -1.7978, 0.2218], [-1.1034, 1.4349, 2.2286], [-2.2962, 3.5283, 0.7911], [-2.6110, 3.2743, 2.5201], [-4.4024, 2.3615, 1.0406], [-3.6792, 1.1781, 2.1613], [-3.5068, 2.4083, -1.2137], [-3.0686, 0.8022, -1.8747], [-4.5525, -0.3092, -0.9340], [-5.0964, 0.0649, 0.6966], [3.3180, -0.4648, 2.7220], [1.8446, -1.2677, 3.1724], [1.9541, -2.3080, 4.0828], [0.8303, -2.9701, 4.5080], [1.0123, -4.3169, 5.5928], [-0.4515, -2.5484, 4.1162], [-1.6560, -3.1385, 4.5507], [-2.8456, -2.5637, 4.1995], [-2.8224, -1.3917, 3.4327], [-1.7282, -0.8620, 2.9487], [-0.5491, -1.4359, 3.2348], [0.6228, -0.8444, 2.6078], [0.5018, -0.0187, 1.6585], [2.9295, -2.5947, 4.4495], [-1.6116, -4.0357, 5.1533], [-3.7927, -2.9861, 4.4960], [-3.7483, -0.8905, 3.1998], [4.9384, 2.2075, -4.4159], [3.7854, 1.7092, -3.5507], [2.9870, 2.8657, -2.9515], [1.5587, 2.5128, -2.5481], [1.2133, 1.4194, -0.8691], [2.3087, -0.2421, -0.7168], [1.6988, -1.5555, -1.1732], [1.5485, -1.6539, -2.6856], [0.9967, -3.0129, -3.0955], [5.5254, 1.3718, -4.7935], [5.5909, 2.8620, -3.8406], [4.5602, 2.7703, -5.2675], [4.1875, 1.0870, -2.7500], [3.1266, 1.0848, -4.1574], [2.9321, 3.6680, -3.6944], [3.5259, 3.2633, -2.0915], [1.0696, 2.0254, -3.3930], [1.0228, 3.4461, -2.3759], [1.1909, 2.2991, 0.3396], [2.5378, -0.3119, 0.3394], [3.2541, -0.0776, -1.2352], [0.7163, -1.6793, -0.7072], [2.3429, -2.3740, -0.8321], [2.5241, -1.4990, -3.1593], [0.8702, -0.8644, -3.0229], [1.6735, -3.8063, -2.7806], [0.8756, -3.0772, -4.1751], [0.0306, -3.1799, -2.6242]],
  "forces_ev_per_angstrom": [[0.7655, 0.8234, 0.3561], [0.0955, -0.1893, 0.0499], [-0.4757, 0.4599, 0.1336], [0.1930, 0.3472, 0.1758], [-0.4587, 0.2163, -0.3406], [0.0015, 0.2162, -0.0956], [-0.8886, 1.0675, -0.4135], [0.0711, 0.1427, -0.0276], [1.3430, -0.3599, -0.1613], [-0.0551, -0.6949, 0.2751], [-0.5770, 0.4541, -0.4146], [-0.5630, -0.4871, 0.3326], [-0.8385, -1.7056, -0.6879], [0.2314, -0.2002, 0.0320], [-0.1282, -0.0147, 0.0674], [-0.0536, -0.0405, -0.2236], [0.0640, -0.0743, 0.1075], [-0.0696, -0.0205, 0.0501], [0.2253, -0.1750, -0.0489], [-0.0258, 0.0338, 0.0681], [0.0543, 0.0623, 0.0105], [0.1339, -0.0309, -0.0447], [0.2217, 0.1766, -0.1095], [-0.2201, 0.2178, -0.1934], [-0.4373, -0.3406, 0.2672], [0.4909, 0.0768, -0.0181], [0.0243, -0.2625, 0.2169], [-0.0445, 0.3183, -0.2559], [-0.1917, 0.0757, -0.0373], [0.2574, -0.1630, 0.1409], [-0.0669, 0.1755, 0.0207], [-0.4175, 0.3175, -0.0244], [0.4212, -0.5467, 0.4673], [0.4979, -0.2643, 0.3030], [0.7691, 0.3626, 0.4490], [0.0091, -0.0479, -0.0174], [-0.0532, 0.0233, 0.0338], [-0.0634, -0.0446, 0.0185], [-0.1688, 0.0175, -0.0407], [-0.1229, -0.1958, 0.1171], [0.1577, 0.2597, -0.0205], [-0.0505, -0.3878, 0.0366], [-0.1201, -0.1574, 0.5849], [0.4679, -0.2396, -1.3734], [-0.2332, 0.5123, 0.1249], [-0.0820, 0.2242, -0.2373], [-0.1100, -0.2286, 0.1655], [0.0441, 0.2117, -0.0689], [0.1282, 0.0048, -0.0555], [0.1251, 0.0625, 0.0138], [-0.0043, 0.0808, -0.0902], [-0.0776, -0.1224, -0.0370], [-0.0625, -0.0888, 0.0309], [0.0640, 0.0514, 0.0037], [0.1566, 0.1829, 0.0472], [-0.1501, -0.1273, -0.0026], [-0.1385, -0.1468, 0.0889], [0.1087, 0.2615, 0.3914], [-0.0314, 0.1268, 0.0810], [0.0296, 0.1156, -0.1328], [0.0879, -0.2253, 0.0196], [-0.1365, -0.0250, 0.0773], [-0.0478, 0.1393, -0.0114], [0.0754, 0.0663, -0.1108], [0.0176, -0.1056, 0.0268], [-0.0591, -0.0799, -0.1032], [-0.1096, -0.0924, 0.0128]]
}